{"formula": "C68H54FGeKO2P4", "method": "ωB97M-V/def2-TZVPD", "homo_lumo_gap_ha": 0.295, "energy_ev": -188201.1458, "e_above_lowest_ev": 3.409, "mol_weight_g_mol": 1157.78, "lumo_ev": 0.5, "symbols": ["K", "F", "Ge", "C", "C", "C", "C", "C", "C", "P", "C", "C", "C", "C", "C", "C", "C", "C", "C", "C", "C", "C", "C", "C", "C", "C", "C", "C", "P", "C", "C", "C", "C", "C", "C", "C", "C", "C", "C", "C", "C", "C", "C", "C", "C", "C", "C", "P", "C", "C", "C", "C", "C", "C", "C", "C", "C", "C", "C", "C", "H", "H", "H", "H", "H", "H", "H", "H", "H", "H", "H", "H", "H", "H", "H", "H", "H", "H", "H", "H", "H", "H", "H", "H", "H", "H", "H", "H", "H", "H", "H", "H", "H", "H", "H", "H", "H", "H", "H", "H", "H", "H", "O", "C", "O", "C", "P", "C", "C", "C", "C", "C", "C", "C", "C", "C", "C", "C", "C", "H", "H", "H", "H", "H", "H", "H", "H", "H", "H", "H", "H"], "positions_angstrom": [[0.073, -0.216, 0.152], [3.527, 3.709, 3.502], [2.507, 2.624, 2.513], [3.951, 2.376, 1.198], [4.855, 3.450, 1.171], [6.063, 3.347, 0.505], [6.413, 2.156, -0.123], [5.519, 1.103, -0.130], [4.273, 1.204, 0.501], [3.005, -0.088, 0.169], [3.851, -1.652, 0.617], [4.831, -1.693, 1.610], [5.419, -2.899, 1.974], [5.048, -4.078, 1.340], [4.067, -4.051, 0.357], [3.457, -2.850, 0.015], [3.161, -0.091, -1.681], [2.652, 1.030, -2.337], [2.838, 1.203, -3.702], [3.523, 0.245, -4.439], [4.021, -0.880, -3.801], [3.848, -1.046, -2.432], [2.255, 1.317, 3.948], [3.338, 1.359, 4.848], [3.238, 0.813, 6.113], [2.029, 0.254, 6.523], [0.982, 0.165, 5.629], [1.082, 0.642, 4.311], [-0.270, 0.132, 3.100], [-1.674, 0.916, 4.042], [-1.555, 2.309, 4.145], [-2.511, 3.081, 4.786], [-3.629, 2.478, 5.349], [-3.767, 1.104, 5.258], [-2.805, 0.331, 4.609], [-0.185, -1.675, 3.533], [0.999, -2.201, 3.825], [0.983, -4.767, 3.313], [-0.205, -5.690, 3.538], [-1.391, -5.234, 3.178], [-1.461, -3.836, 2.565], [1.015, 3.905, 2.402], [1.052, 4.826, 3.459], [0.034, 5.751, 3.638], [-1.040, 5.779, 2.761], [-1.086, 4.882, 1.707], [-0.071, 3.939, 1.513], [-0.156, 2.817, 0.061], [-1.980, 2.763, -0.178], [-2.690, 3.417, -1.180], [-4.076, 3.313, -1.241], [-4.765, 2.562, -0.298], [-4.063, 1.914, 0.711], [-2.682, 2.009, 0.761], [0.383, 3.961, -1.280], [1.116, 5.123, -1.044], [1.513, 5.937, -2.101], [1.166, 5.615, -3.405], [0.439, 4.457, -3.653], [0.073, 3.627, -2.603], [4.620, 4.361, 1.704], [6.744, 4.191, 0.495], [7.369, 2.061, -0.625], [5.771, 0.193, -0.662], [5.138, -0.776, 2.101], [6.179, -2.915, 2.747], [5.520, -5.015, 1.611], [3.757, -4.968, -0.131], [2.669, -2.848, -0.731], [2.140, 1.798, -1.768], [2.454, 2.090, -4.184], [3.672, 0.379, -5.505], [4.561, -1.632, -4.366], [4.266, -1.922, -1.955], [4.252, 1.862, 4.564], [4.084, 0.857, 6.790], [1.916, -0.132, 7.531], [0.067, -0.327, 5.938], [-0.690, 2.804, 3.716], [-2.378, 4.156, 4.840], [-4.382, 3.074, 5.853], [-4.632, 0.616, 5.693], [-2.969, -0.729, 4.570], [1.926, -1.643, 3.736], [1.908, -5.337, 3.370], [-0.063, -6.658, 4.008], [-2.303, -5.804, 3.321], [-2.428, -3.700, 2.097], [1.881, 4.809, 4.152], [0.084, 6.448, 4.467], [-1.843, 6.494, 2.897], [-1.928, 4.906, 1.028], [-2.177, 4.029, -1.911], [-4.616, 3.828, -2.026], [-5.844, 2.477, -0.353], [-4.582, 1.316, 1.451], [-2.150, 1.478, 1.541], [1.378, 5.404, -0.032], [2.086, 6.834, -1.899], [1.456, 6.263, -4.224], [0.164, 4.195, -4.669], [-0.476, 2.714, -2.810], [-1.997, -1.080, 1.342], [-2.151, -1.302, 0.107], [-1.939, -0.480, -0.807], [-2.325, -2.752, -0.328], [-0.569, -3.329, -0.230], [-0.359, -3.760, 1.525], [0.838, -4.174, 1.920], [1.065, -3.597, 4.431], [-0.061, -3.687, 5.454], [-1.245, -3.223, 5.092], [-1.369, -2.650, 3.682], [-0.626, -4.998, -1.032], [-0.984, -5.013, -2.385], [-0.986, -6.190, -3.118], [-0.615, -7.384, -2.514], [-0.255, -7.385, -1.175], [-0.259, -6.202, -0.438], [-2.642, -2.780, -1.367], [-2.994, -3.339, 0.295], [1.702, -4.142, 1.271], [2.022, -3.702, 4.937], [0.123, -4.148, 6.420], [-2.118, -3.275, 5.737], [-2.295, -2.125, 3.560], [-1.258, -4.084, -2.877], [-1.273, -6.175, -4.162], [-0.604, -8.305, -3.084], [0.028, -8.312, -0.691], [0.006, -6.230, 0.610]], "mulliken_charge": [2.817, -0.627, 1.780, 0.229, -0.755, -0.857, -1.032, -0.300, -0.462, 1.369, 1.032, -1.040, -0.696, -0.919, -0.514, -1.472, 0.859, -0.720, -0.619, -0.665, -0.858, -0.112, 0.582, -0.666, -0.969, -0.941, -0.105, -0.614, 1.879, -0.180, 0.805, -0.616, -0.850, -0.851, -0.580, 0.016, -0.700, -0.111, -1.035, -1.099, 0.124, -0.667, -0.449, -0.927, -1.078, 0.242, -0.006, 1.846, -0.193, -0.473, -0.758, -0.948, -0.630, 0.511, 0.203, -0.805, -0.689, -0.733, -0.785, -0.448, 0.596, 0.423, 0.430, 0.473, 0.378, 0.451, 0.415, 0.499, 0.811, 0.161, 0.527, 0.391, 0.433, 0.523, 0.613, 0.419, 0.427, 0.385, -0.426, 0.443, 0.380, 0.435, 0.208, 0.342, 0.690, 0.445, 0.428, 1.113, 0.440, 0.367, 0.406, 0.544, 0.429, 0.434, 0.381, 0.517, -0.170, 0.354, 0.428, 0.381, 0.490, 0.644, -0.530, -0.458, -0.866, -0.665, 0.275, 0.630, -0.895, -0.283, -0.907, -1.309, 0.144, 0.914, -0.719, -0.755, -0.500, -0.801, -0.256, 0.692, 0.468, -0.392, 0.660, 0.457, 0.436, 1.039, 0.397, 0.388, 0.378, 0.417, 0.244]}